An isolated molecule of C21H20N2O4, computed with ωB97M-V with the def2-TZVPD basis set.

Structure (ORCA input):
```
! wB97M-V def2-TZVPD RIJCOSX def2/J DEFGRID3
* xyz 0 1
C 7.401 1.046 0.449
C 5.962 0.645 0.338
C 5.410 -0.243 1.249
C 4.084 -0.626 1.174
C 3.292 -0.117 0.155
N 1.930 -0.500 0.052
C 1.482 -1.812 0.212
O 2.173 -2.769 0.446
C 0.012 -1.754 0.021
C -0.939 -2.752 0.054
C -2.263 -2.392 -0.172
C -2.620 -1.069 -0.413
C -4.050 -0.741 -0.736
O -4.564 -1.135 -1.764
N -4.719 -0.007 0.180
C -4.190 0.490 1.425
C -4.034 2.026 1.332
O -4.837 2.556 0.303
C -6.120 1.978 0.285
C -6.041 0.496 -0.136
C -1.650 -0.065 -0.467
C -0.340 -0.428 -0.242
C 0.895 0.394 -0.215
O 1.009 1.583 -0.362
C 3.830 0.767 -0.768
C 5.157 1.160 -0.684
C 5.717 2.121 -1.687
H 7.874 0.552 1.294
H 7.490 2.123 0.581
H 7.944 0.779 -0.457
H 6.027 -0.643 2.040
H 3.671 -1.317 1.892
H -0.659 -3.776 0.245
H -3.036 -3.146 -0.165
H -4.903 0.233 2.219
H -3.236 0.016 1.652
H -3.011 2.309 1.081
H -4.301 2.485 2.297
H -6.702 2.554 -0.435
H -6.588 2.076 1.276
H -6.806 -0.093 0.384
H -6.178 0.378 -1.212
H -1.914 0.958 -0.689
H 3.206 1.159 -1.556
H 6.100 3.011 -1.190
H 4.953 2.423 -2.398
H 6.542 1.666 -2.234
*
```

SMILES   Cc1ccc(N2C(=O)c3ccc(C(=O)N4CCOCC4)cc3C2=O)cc1C
LUMO level   -0.51 eV
Energy   -33272.97129 eV
Energy relative to the best compared isomer or geometry (same formula, charge and spin)   16.3 kcal/mol
F_max   0.69 eV/Å
Kohn-Sham gap   8.2 eV

The net atomic charges from natural (NBO), expressed in e, are:
1. C -0.629
2. C -0.019
3. C -0.189
4. C -0.229
5. C 0.195
6. N -0.499
7. C 0.681
8. O -0.534
9. C -0.136
10. C -0.151
11. C -0.174
12. C -0.094
13. C 0.668
14. O -0.605
15. N -0.420
16. C -0.254
17. C -0.076
18. O -0.515
19. C -0.082
20. C -0.250
21. C -0.191
22. C -0.056
23. C 0.676
24. O -0.538
25. C -0.214
26. C 0.001
27. C -0.632
28. H 0.217
29. H 0.218
30. H 0.218
31. H 0.209
32. H 0.229
33. H 0.236
34. H 0.231
35. H 0.195
36. H 0.233
37. H 0.195
38. H 0.168
39. H 0.206
40. H 0.159
41. H 0.193
42. H 0.244
43. H 0.240
44. H 0.222
45. H 0.218
46. H 0.219
47. H 0.217

=====

A cluster of 4 separate species, C21H20O7 in total, computed with ωB97M-V with the def2-TZVPD basis set.

Structure (ORCA input):
```
! wB97M-V def2-TZVPD RIJCOSX def2/J DEFGRID3
* xyz 0 1
O -4.257 -1.883 3.093
C -3.832 -1.691 4.172
C -2.395 -1.232 4.321
C -1.900 -1.105 5.802
C -2.724 -1.310 7.017
O -2.175 -1.440 8.103
C -4.190 -1.654 6.774
C -4.625 -1.819 5.403
H -1.669 -1.002 3.623
H -0.933 -0.777 5.659
H -4.762 -1.856 7.784
H -5.704 -2.130 5.521
O 3.359 -3.666 -6.120
C 2.522 -3.365 -5.183
C 2.400 -1.987 -4.539
C 1.309 -1.870 -3.368
C 0.588 -2.993 -2.796
O -0.026 -2.910 -1.717
C 0.781 -4.169 -3.540
C 1.831 -4.444 -4.553
H 2.965 -1.217 -4.979
H 1.485 -0.842 -2.906
H 0.225 -5.134 -3.064
H 1.779 -5.453 -5.058
O 1.542 4.333 -5.199
C 1.087 4.222 -4.108
C 1.984 4.049 -2.801
C 1.287 4.011 -1.519
C -0.228 3.988 -1.353
O -0.768 3.958 -0.307
C -0.982 4.012 -2.568
C -0.368 3.981 -3.858
H 2.895 4.051 -2.908
H 1.963 4.092 -0.419
H -1.959 3.973 -2.447
H -0.908 3.790 -5.009
C 2.310 1.367 1.523
C 1.216 0.318 1.447
C 0.044 0.579 0.462
O 1.968 -0.786 0.805
H 1.730 2.326 1.819
H 2.978 1.636 0.900
H 2.996 1.252 2.456
H 0.795 -0.037 2.456
H 0.388 1.181 -0.539
H -0.700 1.091 1.104
H -0.475 -0.351 0.318
H 1.154 -1.090 0.295
*
```

SMILES   O=C1C=CC(=O)C=C1.O=C1C=CC(=O)C=C1.O=C1C=CC(=O)C=C1.CC(C)O
LUMO level   -2.83 eV
Energy   -36419.12653 eV
F_max   14.15 eV/Å
Kohn-Sham gap   7.3 eV

The net atomic charges from natural (NBO), expressed in e, are:
1. O -0.467
2. C 0.459
3. C -0.198
4. C -0.222
5. C 0.441
6. O -0.478
7. C -0.210
8. C -0.259
9. H 0.215
10. H 0.219
11. H 0.253
12. H 0.247
13. O -0.472
14. C 0.396
15. C -0.171
16. C -0.216
17. C 0.374
18. O -0.473
19. C -0.207
20. C -0.197
21. H 0.229
22. H 0.242
23. H 0.244
24. H 0.251
25. O -0.481
26. C 0.485
27. C -0.188
28. C -0.250
29. C 0.457
30. O -0.472
31. C -0.233
32. C -0.210
33. H 0.176
34. H 0.247
35. H 0.219
36. H 0.250
37. C -0.607
38. C 0.091
39. C -0.657
40. O -0.736
41. H 0.192
42. H 0.208
43. H 0.214
44. H 0.168
45. H 0.220
46. H 0.227
47. H 0.216
48. H 0.467

=====

A structure of composition C21H21BrIN3O3V, computed with ωB97M-V with the def2-TZVPD basis set.

Structure (ORCA input):
```
! wB97M-V def2-TZVPD RIJCOSX def2/J DEFGRID3
* xyz 3 1
V 0.110 0.056 0.052
C -3.352 -2.664 -0.813
C -1.976 -3.220 -0.697
N -1.783 -4.491 -1.062
C -0.611 -5.081 -0.934
C 0.532 -4.459 -0.398
C 1.823 -5.247 -0.251
O 1.710 -6.503 -0.842
C 0.406 -3.111 -0.057
C 1.472 -2.411 0.612
N 1.524 -1.136 0.846
C 2.567 -0.615 1.689
C 3.906 -0.907 1.483
C 4.843 -0.418 2.386
C 4.446 0.351 3.470
C 3.103 0.664 3.669
C 2.183 0.178 2.764
I 0.136 0.593 2.892
C -0.872 -2.516 -0.237
O -0.990 -1.199 0.131
H -3.763 -2.921 -1.789
H -3.391 -1.586 -0.671
H -3.986 -3.140 -0.062
H -0.536 -6.106 -1.273
H 2.089 -5.308 0.811
H 2.627 -4.701 -0.760
H 1.789 -7.214 -0.195
H 2.283 -3.013 1.019
H 4.220 -1.498 0.631
H 5.891 -0.638 2.237
H 5.184 0.723 4.168
H 2.803 1.271 4.512
C -4.346 3.336 -0.143
C -2.858 3.191 -0.075
C -2.015 4.307 0.009
C -0.634 4.171 0.071
C -0.132 2.893 0.034
Br 1.709 2.474 0.139
N -0.909 1.808 -0.017
C -2.254 1.946 -0.076
H -4.623 4.039 -0.928
H -4.727 3.731 0.801
H -4.838 2.387 -0.340
H -2.449 5.300 0.028
H 0.024 5.027 0.137
H -2.833 1.032 -0.122
C 1.362 -0.058 -2.779
O 0.699 -0.058 -1.484
H 0.758 0.574 -3.427
H 1.381 -1.087 -3.129
H 2.358 0.353 -2.631
*
```

LUMO level (spin up / spin down)   -12.21 / -12.22 eV
Energy   -136533.11913 eV
Energy relative to the best compared isomer or geometry (same formula, charge and spin)   13.0 kcal/mol
F_max   0.29 eV/Å
Kohn-Sham gap (spin up / spin down)   5.8 / 5.8 eV

The net atomic charges from natural (NBO), expressed in e, are:
1. V 1.356
2. C -0.659
3. C 0.245
4. N -0.314
5. C 0.111
6. C 0.042
7. C -0.099
8. O -0.688
9. C -0.178
10. C 0.246
11. N -0.475
12. C 0.110
13. C -0.221
14. C -0.156
15. C -0.141
16. C -0.201
17. C -0.195
18. I 0.524
19. C 0.214
20. O -0.411
21. H 0.282
22. H 0.206
23. H 0.279
24. H 0.263
25. H 0.205
26. H 0.197
27. H 0.507
28. H 0.253
29. H 0.244
30. H 0.266
31. H 0.269
32. H 0.264
33. C -0.651
34. C 0.018
35. C -0.057
36. C -0.223
37. C 0.152
38. Br 0.276
39. N -0.517
40. C 0.060
41. H 0.268
42. H 0.268
43. H 0.241
44. H 0.273
45. H 0.285
46. H 0.235
47. C -0.264
48. O -0.443
49. H 0.253
50. H 0.243
51. H 0.238

=====

A cluster of 2 separate species, C21H21ClN2O3S in total, computed with ωB97M-V with the def2-TZVPD basis set.

Structure (ORCA input):
```
! wB97M-V def2-TZVPD RIJCOSX def2/J DEFGRID3
* xyz 0 1
N -5.915 -0.074 2.844
C -4.745 -0.048 2.714
C -3.310 -0.041 2.519
C -2.601 -1.255 2.518
C -1.234 -1.252 2.248
C -0.569 -0.058 1.957
S 1.198 -0.080 1.548
C 2.301 0.095 2.913
Cl 2.930 -1.551 3.292
O 1.327 -1.418 1.000
O 1.341 1.008 0.603
C -1.263 1.152 2.016
C -2.634 1.171 2.286
H -3.143 -2.196 2.708
H -0.696 -2.199 2.247
H 1.729 0.644 3.694
H -0.738 2.087 1.830
H -3.195 2.122 2.293
C 7.918 -1.802 -2.284
C 6.508 -1.708 -1.692
N 6.489 -1.652 -0.205
C 5.635 -0.821 0.428
C 5.537 -0.744 1.803
C 4.838 0.135 2.621
C 5.387 0.364 3.995
C 5.735 1.654 4.473
C 6.296 1.842 5.745
C 6.586 0.753 6.574
C 6.268 -0.547 6.125
C 5.767 -0.717 4.810
C 7.312 -2.632 0.504
C 8.131 -3.351 -0.536
O 8.838 -2.362 -1.320
H 7.861 -2.488 -3.169
H 8.245 -0.786 -2.614
H 6.009 -0.804 -2.041
H 5.965 -2.602 -2.037
H 5.080 -0.154 -0.237
H 6.056 -1.544 2.325
H 4.154 0.902 2.219
H 5.464 2.511 3.868
H 6.566 2.842 6.106
H 6.955 0.872 7.612
H 6.458 -1.433 6.763
H 5.545 -1.742 4.495
H 7.969 -2.128 1.230
H 6.679 -3.316 1.071
H 8.899 -3.978 -0.076
H 7.490 -3.956 -1.193
*
```

LUMO level   -1.54 eV
Energy   -54592.06684 eV
Energy relative to the best compared isomer or geometry (same formula, charge and spin)   159.8 kcal/mol
F_max   3.20 eV/Å
Kohn-Sham gap   5.7 eV

The net atomic charges from natural (NBO), expressed in e, are:
1. N -0.316
2. C 0.282
3. C -0.184
4. C -0.173
5. C -0.137
6. C -0.308
7. S 2.113
8. C -0.859
9. Cl -0.071
10. O -0.987
11. O -0.971
12. C -0.187
13. C -0.169
14. H 0.229
15. H 0.241
16. H 0.221
17. H 0.240
18. H 0.231
19. C -0.079
20. C -0.248
21. N -0.327
22. C 0.223
23. C -0.406
24. C 0.108
25. C -0.123
26. C -0.165
27. C -0.220
28. C -0.193
29. C -0.212
30. C -0.174
31. C -0.255
32. C -0.089
33. O -0.518
34. H 0.181
35. H 0.204
36. H 0.230
37. H 0.208
38. H 0.225
39. H 0.208
40. H 0.285
41. H 0.219
42. H 0.223
43. H 0.222
44. H 0.222
45. H 0.217
46. H 0.225
47. H 0.218
48. H 0.219
49. H 0.176